Molecular formula: C44H56BBrN12S3V
Method: DFT, wB97M-V/def2-TZVPD

The energy relative to the best compared isomer or geometry (same formula, charge and spin) comes out at 1.078 eV. The HOMO energy (spin up / spin down) comes out at -12.636 / -12.636 eV. Its maximum force is 1.963 eV Å⁻¹. Its HOMO-LUMO gap (spin up / spin down) is 6.71 / 6.97 eV. As for the spin multiplicity: 2. Its net charge is +2. The LUMO energy (spin up / spin down) is -0.21778 / -0.20816 hartree.

Each line ends with the Mulliken spin population.
Positions of all 118 atoms, in Å:
S 0.2100 -2.4151 0.3480  -0.02
N -0.4926 1.9539 -0.0356  -0.05
H 6.1635 2.2527 4.7765  0.00
C -3.6733 -3.3741 -4.8441  0.00
H 0.8907 5.6550 -0.8678  0.00
H 3.3479 1.1380 6.9470  0.00
C 4.5861 -2.7203 0.8352  -0.01
C 3.7234 3.3949 5.4494  0.00
Br -2.5753 0.2021 -0.1486  0.00
N 0.2308 -0.6644 -4.2220  0.00
C 0.0106 -2.0125 5.3007  0.00
S -0.5205 0.7234 2.4442  -0.02
H -0.3880 -2.3618 6.2398  0.00
C 0.1222 3.1301 0.0019  0.03
C 3.7237 1.7399 3.5997  0.00
H 1.2341 -4.9200 -1.1193  0.00
N -0.7265 -1.5917 -6.1998  0.00
H 6.0258 -3.5389 2.9746  0.00
H 0.4081 -5.2782 4.0753  0.00
C 6.0803 -2.6162 1.0086  0.00
H 3.2982 -0.0250 5.6203  0.00
C -1.8239 1.9530 -0.0653  0.03
C 0.4677 -1.4030 -5.4404  0.00
H 7.5097 -1.1511 1.6769  0.00
C 4.6975 2.9579 0.1293  0.00
H -1.9387 -0.4733 6.2526  0.00
C 0.0376 -0.5111 3.4631  0.02
N 2.8617 0.8045 3.2967  0.00
C 2.5794 -3.9289 0.2145  0.01
H 3.9444 3.4405 -0.4932  0.00
H 7.6059 -3.5674 2.1986  0.00
H 0.6888 -3.1610 -2.8469  0.00
H 0.9074 -2.3732 -5.1843  0.00
H 2.1654 -2.3474 -3.3981  0.00
C -2.6192 -2.2279 -7.1061  0.00
N 1.5790 -2.2753 3.5447  -0.01
H -0.8197 1.7710 -2.3996  0.00
H -5.3610 -3.8396 -6.0765  0.00
H 5.6949 0.5667 5.0340  0.00
C 6.7803 -2.8438 -0.3365  0.00
H 0.0862 -4.6582 6.4901  0.00
N 3.8762 -1.6884 1.2085  0.00
S 2.4255 0.8805 -0.5307  -0.06
H 1.6727 -5.2953 6.8935  0.00
C -3.8801 -2.8115 -7.1995  0.00
H 2.6770 3.6306 5.2640  0.00
H 1.2042 3.1023 0.0090  -0.01
H 2.0784 1.2462 5.7252  0.00
C -1.6158 -0.0772 5.2953  0.00
C 1.0715 -2.7082 4.6747  0.00
N 1.0732 -1.2060 2.9714  0.01
C -0.4216 0.8725 -2.8283  0.02
H 1.1690 -5.4650 0.5453  0.00
H 0.8962 5.6460 0.8919  0.00
H 6.3556 -4.6826 1.6644  0.00
H -0.3883 6.4904 0.0172  0.00
H 1.2791 -3.6410 7.3288  0.00
C 4.3646 2.4822 2.5794  0.00
C 4.0170 1.9402 5.0637  0.00
H 5.9385 -1.0226 2.4702  0.00
C 6.4373 -1.2216 1.5259  0.00
H 7.8531 -2.7455 -0.1945  0.00
H 3.4143 -2.9223 6.0710  0.00
C 1.4718 -5.0784 4.1863  0.00
H 6.1342 -0.4634 0.8081  0.00
C 1.3235 -2.2831 -2.7111  0.01
H -4.4161 -2.8099 -8.1352  0.00
H 5.4030 3.7021 0.4841  0.00
C 3.1270 1.0128 5.8923  0.00
H 6.5829 -3.8335 -0.7394  0.00
H 5.7057 1.6982 6.3828  0.00
N 2.5614 0.5669 2.0385  -0.01
H -2.4643 -0.0502 4.6111  0.00
C -2.4188 -2.8111 -4.7336  0.00
N -1.8473 -1.5760 -8.0206  0.00
H 4.5345 -4.7589 0.1055  0.00
H -1.8814 -2.8063 -3.7952  0.00
H -1.2814 0.9510 5.4338  0.00
C 3.9474 -3.8883 0.3501  0.00
C 4.0583 2.2418 1.2618  0.00
C 3.0740 1.2534 1.0020  0.04
H -4.1255 -3.8285 -3.9746  0.00
H -3.6683 3.0536 -0.0827  0.00
C 0.5577 -1.0380 -2.9635  0.03
C -2.5918 3.1008 -0.0494  -0.01
C 1.8444 -5.1358 -0.2436  0.00
C 5.4909 1.5960 5.3224  0.00
H -0.7307 1.0750 -5.0162  0.00
C -1.8933 -2.2444 -5.8865  0.00
H 3.9213 3.5296 6.5091  0.00
C 1.1414 -4.4045 6.5664  0.00
N -0.7689 -1.2148 -7.4941  0.00
C -0.5166 -0.8867 4.7134  0.00
H -2.4957 5.2419 0.0091  0.00
B 1.7128 -0.6407 1.7130  -0.19
C -0.3844 0.5523 -4.1479  0.00
H 3.6423 -3.4377 4.3915  0.00
H 1.9619 -5.9881 4.5198  0.00
C 0.2521 5.6140 0.0143  0.00
C 1.7096 -3.9662 5.2178  0.00
H 4.3407 4.0993 4.8983  0.00
H 5.0966 3.2330 2.8328  0.00
H 6.4614 -2.1011 -1.0650  0.00
C 6.5383 -3.6732 2.0242  0.00
H 5.2286 2.2432 -0.4981  0.00
N 0.1608 -0.1252 -2.0909  -0.05
C -0.5405 4.3524 0.0085  -0.01
C -1.9334 4.3223 -0.0060  0.02
C -4.3862 -3.3787 -6.0525  0.00
C 3.2183 -3.7164 5.3535  0.00
H 1.1547 -0.8492 -6.0923  0.00
N 2.5682 -1.7196 1.0833  0.00
C 1.8725 -2.7453 0.5606  0.00
H 2.5300 -5.9448 -0.4752  0.00
V 0.2160 0.0815 0.1127  1.24
H 3.7047 -4.6217 5.7056  0.00
H 1.7123 -2.2771 -1.6996  -0.01
H 1.8793 -4.7910 3.2198  0.00